Run w
ORCA calculation (ωB97M-V/def2-TZVPD) on an isolated molecule of C9H9N3.

Each line ends with the natural charge from an NBO analysis.
Geometry (Å):
1 C 3.5252 0.7407 -0.0711  -0.636
2 C 2.1485 0.1846 -0.0289  0.134
3 C 1.0223 0.9711 0.0169  -0.190
4 C -0.2079 0.3231 0.0624  -0.113
5 C -1.4679 1.0196 -0.0311  0.207
6 N -1.4994 2.4173 -0.0422  -0.803
7 C -2.6541 0.3051 -0.0079  -0.272
8 C -2.6397 -1.1069 -0.0751  -0.178
9 C -1.4553 -1.8223 -0.0056  -0.231
10 C -0.2259 -1.0934 0.0354  0.125
11 N 0.9522 -1.8129 0.0519  -0.160
12 N 2.0878 -1.1856 0.0454  -0.189
13 H 3.4484 1.8197 -0.2766  0.208
14 H 4.0835 0.6686 0.9234  0.232
15 H 4.1492 0.2894 -0.8654  0.236
16 H 1.1039 2.0651 -0.0548  0.215
17 H -2.3994 2.8532 0.1353  0.383
18 H -0.7893 2.8526 0.5038  0.373
19 H -3.6141 0.8419 -0.0233  0.210
20 H -3.6337 -1.5702 -0.0640  0.218
21 H -1.4031 -2.8818 -0.0345  0.231

The value obtained for the highest occupied orbital energy is -8.08 eV. Its SMILES is Cc1cc2c(N)cccc2nn1. As for the LUMO energy: 0.0 eV.

=====

Run x
ORCA calculation (ωB97M-V/def2-TZVPD) on an isolated molecule of C9H9N3.

Each line ends with the natural charge from an NBO analysis.
Geometry (Å):
1 C -3.0886 -1.3596 -0.0032  0.241
2 C -2.8939 1.4828 -0.0235  0.253
3 C -0.7079 -1.5453 0.6740  -0.447
4 C -0.5204 1.3417 0.7091  -0.441
5 C 0.5327 -1.2285 -0.2061  -0.219
6 C 0.4560 1.2023 -0.4718  -0.222
7 C -0.0863 -0.3617 -2.3024  -0.085
8 C -1.8940 -0.6871 0.3276  -0.029
9 C -1.8135 0.6616 0.3547  -0.077
10 N -4.0321 -1.9581 -0.2592  -0.247
11 N -3.7341 2.1955 -0.3425  -0.260
12 N 0.3099 -0.1073 -1.1020  -0.406
13 H -0.9802 -2.5927 0.5518  0.249
14 H -0.4628 -1.3848 1.7291  0.230
15 H -0.0910 0.8623 1.5931  0.223
16 H -0.6880 2.3944 0.9397  0.250
17 H 1.3985 -1.0233 0.4299  0.197
18 H 0.7549 -2.0903 -0.8366  0.250
19 H 0.2460 1.9623 -1.2276  0.224
20 H 1.4860 1.3280 -0.1214  0.210
21 H -0.2862 0.5761 -2.8563  0.108

The value obtained for the highest occupied orbital energy is -8.53 eV. As for the LUMO energy: -0.7 eV.

=====

Least stable structure among those shown: run x.